# 1
Entry from the Open Molecules 2025 dataset: 2 unconnected molecules or ions with the total composition C3H10N3O at a distorted geometry (ωB97M-V/def2-TZVPD).

Last column: Mulliken charge in e.
Geometry (Å):
C: -1.891 0.635 -0.987  -0.083
C: 1.314 0.027 -0.435  0.501
C: 1.776 -1.321 -0.156  -1.431
N: -1.562 0.143 0.129  0.835
N: -2.419 -0.048 1.151  -0.731
N: 1.886 1.080 0.154  -0.302
O: -0.399 -0.232 0.598  -0.660
H: -2.992 0.987 -1.105  0.190
H: -1.275 0.849 -1.875  0.224
H: 0.855 0.396 -1.338  0.318
H: 1.634 -1.689 0.975  0.312
H: 2.795 -1.169 -0.348  0.433
H: 1.552 -2.078 -0.721  0.438
H: -2.154 -0.606 1.936  0.255
H: -3.431 0.107 1.166  0.201
H: 1.673 2.028 -0.026  0.227
H: 2.638 0.891 0.882  0.273

Summary:
total charge	+1
electronic energy	-9779.936	eV
2S+1	1
ΔE to the lowest compared entry with this formula, charge and spin	6.364	eV
frontier orbital gap	10.57	eV

=====

# 2
Entry from the Open Molecules 2025 dataset: a single C8H9BO3 molecule at a distorted geometry (ωB97M-V/def2-TZVPD).

Last column: Mulliken charge in e.
Geometry (Å):
B: 2.090 -1.639 -0.101  0.515
C: -2.202 2.084 -0.068  -0.504
C: -2.239 1.610 -1.316  -0.389
C: -1.352 1.519 0.919  -0.477
C: -1.600 0.459 -1.587  -0.597
C: -0.543 0.420 0.603  0.938
C: -0.659 -0.068 -0.642  0.529
C: 0.440 -0.171 1.545  -1.204
C: 0.571 -1.934 0.000  -0.255
O: -0.154 -1.344 -0.992  -0.411
O: 2.470 -0.472 -0.580  -0.563
O: 3.038 -2.555 0.350  -0.545
H: -2.652 3.031 0.032  0.358
H: -2.809 2.182 -2.082  0.330
H: -1.413 1.977 1.954  0.299
H: -1.529 -0.121 -2.512  0.365
H: 1.354 0.320 1.429  0.263
H: 0.153 -0.366 2.560  0.407
H: -0.103 -2.765 0.360  0.383
H: 3.316 -0.134 -0.320  0.310
H: 3.822 -2.031 0.448  0.247

Summary:
electronic energy	-15259.852	eV
2S+1	1
ΔE to the lowest compared entry with this formula, charge and spin	3.101	eV
frontier orbital gap	8.67	eV

=====

# 3
Entry from the Open Molecules 2025 dataset: a single C7H11NO molecule at a distorted geometry (ωB97M-V/def2-TZVPD).

Last column: Mulliken charge in e.
Geometry (Å):
C: -1.979 -0.349 1.183  -1.166
C: -0.809 -0.493 0.567  0.273
C: 0.044 -1.759 0.759  0.337
N: 0.310 -2.013 2.071  -0.410
O: 0.361 -2.515 -0.131  -0.605
C: -0.167 0.445 -0.344  1.169
C: -1.084 1.364 -1.096  -1.563
C: 1.165 0.388 -0.522  -0.345
C: 1.979 1.175 -1.493  -1.279
H: -2.348 -1.109 1.855  0.344
H: -2.612 0.505 1.010  0.330
H: 0.680 -2.919 2.316  0.235
H: 0.004 -1.388 2.794  0.225
H: -0.630 1.685 -2.029  0.429
H: -1.300 2.245 -0.491  0.308
H: -2.022 0.875 -1.348  0.392
H: 1.769 -0.249 0.109  0.372
H: 2.419 0.501 -2.229  0.286
H: 2.797 1.666 -0.965  0.320
H: 1.421 1.946 -2.017  0.346

Summary:
electronic energy	-10974.450	eV
2S+1	1
SMILES	C=C(C(N)=O)/C(C)=C/C
ΔE to the lowest compared entry with this formula, charge and spin	0.826	eV
frontier orbital gap	9.49	eV